Record 1
Entry from the OMol25 dataset: a cluster of 12 separate species, C42H114N18O18 in total (ωB97M-V/def2-TZVPD).

Total energy, eV: -109067.93667
HOMO-LUMO gap, eV: 7.9
SMILES: COCCNCCOC.COCCNCCOC.COCCNCCOC.COCCNCCOC.COCCNCCOC.COCCNCCOC.NC(N)=O.NC(N)=O.NC(N)=O.NC(N)=O.NC(N)=O.NC(N)=O
HOMO level, eV: -7.92

```
! wB97M-V def2-TZVPD RIJCOSX def2/J DEFGRID3
* xyz 0 1
C -2.8838 -0.9128 -0.7320
O -2.2232 -0.6761 -1.9174
C -0.8071 -0.9997 -1.8828
C 0.2108 -0.0646 -1.3664
N 0.3390 1.2151 -2.1805
C 1.7464 1.7800 -2.0222
C 2.2667 1.8751 -0.5296
O 1.3999 2.7491 0.1046
C 1.6911 3.0082 1.4437
H -2.7327 -1.9588 -0.4653
H -3.9662 -0.7947 -0.6811
H -2.5480 -0.3680 0.1503
H -0.4709 -1.1669 -2.9061
H -0.6692 -1.9747 -1.4154
H 1.1844 -0.5545 -1.3477
H -0.0101 0.2871 -0.3586
H -0.3124 1.9524 -1.9519
H 1.7954 2.7931 -2.4215
H 2.4707 1.3056 -2.6843
H 3.2701 2.2406 -0.3114
H 2.1993 0.8369 -0.2044
H 1.7455 2.0496 1.9596
H 0.9700 3.7512 1.7844
H 2.6268 3.5540 1.5644
C -6.6954 -3.3411 -5.3663
O -5.3505 -2.8581 -5.4027
C -4.7403 -2.5106 -4.1591
C -3.2372 -2.6015 -4.2000
N -2.8266 -3.8523 -4.8982
C -1.5067 -3.5043 -5.4644
C -0.7532 -4.7453 -5.9169
O -1.2977 -5.3187 -7.1178
C -0.8943 -6.6117 -7.3495
H -7.2877 -2.4681 -5.0925
H -6.8117 -4.0240 -4.5247
H -7.0926 -3.8695 -6.2330
H -5.1468 -3.1646 -3.3876
H -5.0522 -1.5128 -3.8505
H -2.9586 -2.7537 -3.1572
H -2.9466 -1.6757 -4.6965
H -3.5339 -3.9453 -5.6132
H -0.9355 -2.9306 -4.7345
H -1.5030 -2.8266 -6.3181
H -0.7702 -5.4806 -5.1124
H 0.2448 -4.3454 -6.0966
H 0.1712 -6.6318 -7.5784
H -1.2688 -7.0105 -8.2923
H -1.2764 -7.2734 -6.5722
C 4.4662 0.4210 -8.6169
O 3.7359 -0.7068 -7.9596
C 2.6814 -0.2287 -6.9963
C 2.2683 -1.4598 -6.0570
N 3.3676 -1.9221 -5.2941
C 3.1062 -3.0952 -4.4854
C 2.2814 -2.7180 -3.1174
O 2.0338 -3.7707 -2.1876
C 1.7786 -5.0725 -2.7561
H 5.1825 -0.0225 -9.3085
H 4.9437 1.0176 -7.8396
H 3.8761 0.9688 -9.3515
H 1.8037 0.1497 -7.5202
H 3.1742 0.5973 -6.4835
H 2.0990 -2.2358 -6.8036
H 1.3246 -1.3840 -5.5168
H 4.1948 -1.8833 -5.8723
H 4.0482 -3.5605 -4.1951
H 2.5766 -3.7896 -5.1376
H 1.6076 -1.9370 -3.4696
H 2.9085 -2.0613 -2.5144
H 1.2520 -5.6591 -2.0033
H 2.7397 -5.5749 -2.8655
H 1.1553 -5.0296 -3.6493
C -7.4068 -6.5817 -0.0081
O -6.7803 -5.7134 0.8238
C -6.7863 -4.2896 0.5344
C -5.7255 -3.5735 1.3725
N -4.3734 -3.6810 0.8054
C -3.8444 -5.0240 0.7007
C -2.3817 -5.0380 0.0553
O -1.5696 -4.2949 1.0342
C -0.1843 -4.3876 1.0658
H -7.3342 -7.5047 0.5672
H -6.9637 -6.8410 -0.9696
H -8.4822 -6.4757 0.1348
H -7.8128 -3.9231 0.5475
H -6.3926 -4.3411 -0.4807
H -5.6508 -4.0781 2.3358
H -5.9195 -2.5029 1.4377
H -3.9058 -3.2582 1.5945
H -4.4917 -5.7622 0.2272
H -3.8230 -5.3259 1.7479
H -2.2642 -4.4498 -0.8548
H -1.9881 -6.0343 -0.1459
H 0.2248 -5.3042 1.4908
H 0.1173 -3.6230 1.7818
H 0.3414 -4.1058 0.1535
C 4.1096 1.1156 3.5084
O 3.8057 2.0427 4.5946
C 4.0805 3.4528 4.3780
C 4.2242 4.2640 5.7332
N 3.0058 4.0340 6.4884
C 3.1444 4.4221 7.8742
C 3.7020 3.3611 8.8823
O 2.9831 2.2179 8.6127
C 3.3918 1.1287 9.4171
H 5.1574 0.8262 3.5890
H 3.9042 1.7280 2.6305
H 3.3825 0.3043 3.4732
H 3.4116 3.8818 3.6319
H 5.0489 3.4993 3.8798
H 4.5413 5.3067 5.7130
H 5.0107 3.7452 6.2814
H 3.0338 3.0374 6.6495
H 2.1705 4.6889 8.2847
H 3.7110 5.3400 8.0310
H 3.5298 3.8487 9.8418
H 4.7683 3.2394 8.6916
H 3.3602 1.2841 10.4955
H 4.4032 0.9534 9.0504
H 2.8256 0.1987 9.3654
C -1.0015 2.4901 8.2145
O -0.9468 1.5381 7.1755
C 0.0959 1.7867 6.1621
C 0.0003 0.8652 4.9070
N -1.2142 1.1923 4.0778
C -1.1562 0.5736 2.7343
C -1.3602 -0.9113 2.8952
O -2.5856 -1.1288 3.6533
C -2.5957 -2.4241 4.3062
H -1.4886 3.3626 7.7789
H -0.0426 2.6855 8.6945
H -1.6032 2.2595 9.0936
H 0.9916 1.5324 6.7287
H 0.1047 2.8167 5.8056
H 0.0659 -0.2024 5.1166
H 0.9688 1.0118 4.4287
H -1.9791 0.7673 4.5822
H -0.1702 0.8933 2.3969
H -1.9092 1.0926 2.1412
H -0.5144 -1.3123 3.4538
H -1.2272 -1.5642 2.0325
H -1.6036 -2.7712 4.5950
H -2.9890 -3.2033 3.6534
H -3.1734 -2.3898 5.2299
N 5.7997 -1.5635 1.1079
C 4.8300 -1.7938 0.2224
N 4.3164 -3.0203 0.3941
O 4.3240 -0.9477 -0.5801
H 6.0837 -0.6254 1.3515
H 5.8413 -2.2458 1.8514
H 3.4756 -3.1486 -0.1505
H 4.4444 -3.5117 1.2672
N -1.8945 4.1236 -3.0411
C -0.7765 4.3605 -2.5161
N -0.7547 3.7548 -1.3682
O 0.1504 5.0871 -2.8848
H -2.4237 3.4460 -2.5110
H -2.2075 4.3225 -3.9805
H -1.5935 3.5422 -0.8474
H 0.0586 3.5321 -0.8123
N -0.8268 2.4371 -6.8673
C -0.8056 1.4356 -6.0100
N -0.6168 1.9501 -4.8140
O -0.8167 0.2521 -6.2458
H -0.8432 2.2432 -7.8584
H -0.6622 3.4100 -6.6518
H -0.7075 2.9560 -4.8068
H -0.0840 1.3774 -4.1751
N 0.6622 5.3048 5.0148
C 0.3046 6.4065 5.5717
N 1.0642 6.6419 6.5563
O -0.6448 7.0699 5.2515
H 0.0633 4.8490 4.3412
H 1.5349 4.9016 5.3247
H 1.8977 6.0723 6.5874
H 0.6270 7.2791 7.2067
N 2.8854 5.4320 -3.5313
C 3.4484 5.1387 -2.3663
N 2.6317 5.2671 -1.4656
O 4.4775 4.7268 -2.0160
H 1.8849 5.4718 -3.6641
H 3.4844 5.3815 -4.3429
H 1.6762 5.4476 -1.7386
H 2.7677 4.8780 -0.5435
N -1.1335 5.7585 2.0447
C -2.3699 5.3704 1.8930
N -2.9661 4.6076 2.8660
O -2.9480 5.5520 0.8221
H -0.6057 6.3477 1.4167
H -0.9254 5.7199 3.0323
H -3.8308 4.2496 2.4863
H -2.7002 4.2708 3.7803
*
```

Record 2
Entry from the OMol25 dataset: a structure of composition C46H42AsFN4O3STi (ωB97M-V/def2-TZVPD).

Total energy, eV: -157983.97129
HOMO-LUMO gap, eV: 6.4
HOMO level, eV: -11.75

```
! wB97M-V def2-TZVPD RIJCOSX def2/J DEFGRID3
* xyz 2 1
Ti -2.3384 0.5158 -0.4314
N -1.2499 2.3644 0.0700
C -1.8658 3.3305 0.9677
C -1.7696 4.6745 0.6439
C -2.3563 5.6328 1.4528
C -3.0403 5.2348 2.5915
C -3.1271 3.8902 2.9101
C -2.5416 2.9089 2.1086
C -2.6946 1.4783 2.4772
C -2.6576 1.1364 3.8306
C -2.9182 -0.1590 4.2503
C -3.2422 -1.1369 3.3217
C -3.2536 -0.8140 1.9729
C -2.9522 0.4791 1.5213
H -1.0595 2.8660 -0.7983
H -0.3328 2.0837 0.4133
H -1.2326 4.9713 -0.2514
H -2.2844 6.6792 1.1898
H -3.5200 5.9689 3.2243
H -3.6954 3.5854 3.7787
H -2.4226 1.8967 4.5648
H -2.8930 -0.4005 5.3052
H -3.4989 -2.1373 3.6455
H -3.5177 -1.5848 1.2584
C 2.7870 -5.4226 -0.5151
C 1.5350 -5.3324 0.3441
N 0.9862 -3.9649 0.3822
C -0.0448 -3.6630 -0.4146
C -0.6004 -2.4164 -0.5041
C -1.7807 -2.2209 -1.4072
O -1.9385 -2.9425 -2.3585
O -2.5831 -1.2493 -1.0305
C -0.0358 -1.3358 0.2026
O -0.4091 -0.1306 0.0562
C 1.0437 -1.6646 1.1141
C 1.5764 -0.6800 1.9543
C 2.5726 -0.9986 2.8281
F 3.0312 -0.0593 3.6740
C 3.1232 -2.2890 2.8898
C 2.5975 -3.2599 2.0635
C 1.5400 -2.9792 1.1852
N 4.1809 -2.6488 3.7753
C 3.7639 -3.2697 5.0263
C 4.9358 -4.0204 5.6348
N 6.0965 -3.0826 5.8163
C 6.4664 -2.3930 4.5307
C 5.2407 -1.6730 3.9982
H 3.1573 -6.4466 -0.5235
H 3.5804 -4.7724 -0.1463
H 2.5621 -5.1348 -1.5419
H 1.7117 -5.6653 1.3658
H 0.7529 -5.9716 -0.0591
H -0.4510 -4.4597 -1.0256
H 1.1647 0.3195 1.9318
H 3.0481 -4.2409 2.1013
H 2.9685 -3.9881 4.8358
H 3.3775 -2.5283 5.7436
H 5.2718 -4.8142 4.9704
H 4.6807 -4.4383 6.6068
H 6.9005 -3.5929 6.1857
H 5.8518 -2.3752 6.5142
H 6.8060 -3.1624 3.8400
H 7.2783 -1.6996 4.7410
H 5.5017 -1.1927 3.0567
H 4.9518 -0.8833 4.7046
S -4.2116 1.7345 -0.9898
C -4.2622 2.3942 -2.6422
C -5.4068 3.1009 -3.0037
C -5.5294 3.6182 -4.2832
C -4.5181 3.4372 -5.2191
C -3.3749 2.7419 -4.8622
C -3.2396 2.2324 -3.5745
As -1.6574 1.2941 -3.0221
C -0.3041 2.6838 -3.0108
C -0.5989 4.0224 -3.2430
C 0.3993 4.9839 -3.1157
C 1.6841 4.6115 -2.7552
C 1.9821 3.2741 -2.5157
C 0.9899 2.3149 -2.6324
C -1.1983 0.2416 -4.5740
C -0.2096 0.6431 -5.4674
C 0.0300 -0.1115 -6.6066
C -0.7148 -1.2573 -6.8515
C -1.6982 -1.6564 -5.9576
C -1.9426 -0.9095 -4.8153
H -6.2014 3.2308 -2.2808
H -6.4267 4.1585 -4.5537
H -4.6235 3.8328 -6.2201
H -2.5812 2.5843 -5.5841
H -1.6023 4.3137 -3.5274
H 0.1712 6.0244 -3.3061
H 2.4584 5.3615 -2.6632
H 2.9880 2.9831 -2.2421
H 1.2151 1.2693 -2.4461
H 0.3640 1.5425 -5.2838
H 0.7924 0.2004 -7.3082
H -0.5277 -1.8380 -7.7450
H -2.2770 -2.5501 -6.1484
H -2.7039 -1.2283 -4.1138
*
```

Record 3
Entry from the OMol25 dataset: an isolated molecule of C4H8O (ωB97M-V/def2-TZVPD).

Total energy, eV: -6324.54176
HOMO-LUMO gap, eV: 10.4
SMILES: CCC(C)=O
HOMO level, eV: -9.44

```
! wB97M-V def2-TZVPD RIJCOSX def2/J DEFGRID3
* xyz 0 1
C -1.5916 -0.0030 -0.4056
C -0.5336 -0.7392 0.4941
C 0.9199 -0.4956 0.0012
C 1.5391 0.8884 -0.0062
O 1.5470 -1.4352 -0.3632
H -1.4270 1.1325 -0.3555
H -2.6313 -0.3226 -0.0765
H -1.5380 -0.3664 -1.4388
H -0.7414 -1.8478 0.5993
H -0.5690 -0.2613 1.5302
H 2.5835 0.5632 -0.3470
H 0.9793 1.6126 -0.7074
H 1.4632 1.2744 1.0754
*
```